Record 1
A single C5H8N2 molecule in a non-equilibrium geometry, computed with ωB97M-V/def2-TZVPD.

Element x y z (Å)
C 2.34316 -0.11010 -0.08812
C 1.00712 -0.36282 0.54136
C 0.50687 0.84109 1.05072
N -0.70260 1.11673 0.63416
N -1.09260 -0.01968 0.02626
C -2.42622 -0.04376 -0.49907
C -0.12639 -0.96657 -0.02403
H 2.23488 0.88342 -0.58602
H 2.53098 -0.82545 -0.87943
H 3.15221 0.02183 0.63112
H 1.19873 1.53690 1.50689
H -2.47785 0.62855 -1.36080
H -3.09785 0.30779 0.28391
H -2.65871 -1.06529 -0.79167
H -0.39174 -1.94263 -0.44527

## Properties
HOMO level in eV: -8.3
SMILES: Cc1cnn(C)c1
HOMO-LUMO gap in eV: 9.28



Record 2
A single C5H8N2 molecule, computed with ωB97M-V/def2-TZVPD.

Element x y z (Å)
C 0.84795 1.51951 1.56474
C 0.52821 0.69026 0.33296
C 0.98920 1.28114 -0.84871
N 0.08482 -0.68953 -1.89726
C -0.55808 -1.07954 -0.84016
N -1.52032 -2.07669 -0.76823
C -0.24306 -0.42544 0.40233
H -0.03485 2.10222 1.84341
H 1.10423 0.84704 2.38673
H 1.67691 2.22125 1.42182
H 2.09482 1.29361 -0.90075
H -0.28692 -1.11251 -2.75527
H -2.17372 -1.98369 -0.00432
H -1.95552 -2.39596 -1.62000
H -0.62441 -0.80401 1.34258

## Properties
HOMO level in eV: -7.8
HOMO-LUMO gap in eV: 8.06



Record 3
A single C5H8N2 molecule in a non-equilibrium geometry, computed with ωB97M-V/def2-TZVPD.

Element x y z (Å)
C -0.56410 -2.21268 0.56508
C -0.25715 -0.75587 0.50373
C -1.00806 0.29755 0.12291
N -0.17895 1.45347 0.15039
C 0.46343 1.50096 -1.20794
C 0.96202 0.97748 0.80940
N 1.02876 -0.30720 0.89396
H 0.14413 -2.77248 -0.05756
H -0.44919 -2.56869 1.59279
H -1.57914 -2.43174 0.22138
H -2.03363 0.36159 -0.22313
H -0.28230 1.85517 -1.94370
H 1.29518 2.21055 -1.22788
H 0.94317 0.42983 -1.16739
H 1.79385 1.66718 0.91646

## Properties
HOMO level in eV: -9.0
SMILES: Cc1cn(C)cn1
HOMO-LUMO gap in eV: 10.02



Record 4
A single C5H8N2 molecule in a non-equilibrium geometry, computed with ωB97M-V/def2-TZVPD.

Element x y z (Å)
C -0.81229 1.39162 0.08095
C -0.09839 0.04410 0.08592
C -1.04756 -1.11479 0.36551
N 0.64513 -0.19146 -1.17586
C 1.20617 0.10207 0.86515
C 1.97133 -0.29660 -0.71268
N 3.08060 -0.70948 -0.78866
H -1.31970 1.56315 1.03537
H -1.57016 1.40488 -0.71207
H -0.10149 2.20764 -0.07971
H -1.88868 -1.12385 -0.33633
H -0.52268 -2.07203 0.28166
H -1.44864 -1.02381 1.38191
H 0.58105 0.57845 -1.84103
H 1.32531 -0.75990 1.54985

## Properties
HOMO level (alpha / beta) in eV: -8.8 / -9.1
HOMO-LUMO gap (alpha / beta) in eV: 7.70 / 7.95



Record 5
A molecular structure, C5H8N2 in a non-equilibrium geometry, computed with ωB97M-V/def2-TZVPD.

Element x y z (Å)
C 0.66564 -0.46945 -1.32599
C 0.76746 0.44810 1.00366
C 0.07201 1.46446 0.12052
N -0.55421 0.23469 -0.51253
C -0.52767 -0.31821 0.90413
C -0.62408 -1.78273 0.97780
N -0.70128 -2.93656 1.02092
H 0.43224 -0.24137 -2.35845
H 1.69732 -0.14695 -1.10056
H 0.63417 -1.54194 -1.11781
H 1.23565 0.68346 1.94097
H 0.58108 2.08051 -0.62995
H -0.75181 2.06319 0.57722
H -1.50819 0.35461 -0.93069
H -1.41831 0.10820 1.43076

## Properties
HOMO level in eV: -6.6
HOMO-LUMO gap in eV: 7.17



Record 6
A single C5H8N2 molecule, computed with ωB97M-V/def2-TZVPD.

Element x y z (Å)
H -0.28617 -2.79696 1.55821
N -0.26039 -1.94937 0.99269
C 0.00829 -0.93803 1.71594
C 0.12082 0.41850 1.12301
N 0.17080 1.49695 2.03372
C 0.25119 0.49440 -0.18660
C 0.57375 0.35931 -1.44448
C -0.33795 -0.02508 -2.57835
H 0.14717 -0.98098 2.80577
H -0.57057 1.49918 2.72390
H 0.22119 2.39580 1.57182
H 1.63220 0.46462 -1.68934
H -1.35138 -0.23488 -2.22822
H -0.37279 0.73913 -3.36218
H 0.05386 -0.94258 -3.03590

## Properties
HOMO level in eV: -8.2
SMILES: [H]/N=C/C(N)=C=CC
HOMO-LUMO gap in eV: 9.19



What are the energy relative to the best compared isomer or geometry (same formula, charge and spin) values for these records? In order: 45.11 86.04 44.74 121.18 123.90 52.27 kcal per mole.